Formula: C15H21Cl2N3S3V
Source: OMol25
Level of theory: wB97M-V/def2-TZVPD

Atoms and positions in Å:
V 0.0158 2.0977 1.4570
C -4.0857 2.0321 2.4626
C -2.8423 2.3194 1.7003
S -2.0303 1.2482 0.5619
C -2.3085 3.6209 1.9569
C -3.0277 4.5303 2.9525
S -0.8381 4.1579 1.2988
H -4.3630 0.9648 2.3937
H -4.9379 2.6577 2.0742
H -3.9542 2.3055 3.5347
H -4.0116 4.8415 2.5688
H -2.4158 5.4432 3.0843
H -3.2067 4.0319 3.9241
C -2.3684 -7.0181 -3.2264
C -2.1818 -5.8525 -4.4355
N -1.1849 -1.4644 3.0453
C 0.7011 2.1270 5.9897
S 3.3632 2.1764 -2.9901
N 0.5505 3.2024 5.6476
C -0.3304 -2.0284 3.7106
C 0.5093 -3.7247 4.2620
H -2.3168 -6.3321 -2.3498
H -1.4719 -7.6963 -3.2016
H -3.3610 -7.5354 -3.3741
H -2.7783 -5.1573 -5.1944
H -1.3447 -5.2545 -4.4531
H -2.4663 7.6072 -4.8320
H 1.6287 3.8381 5.3827
H -1.6362 -2.5145 3.0172
H 0.4115 -1.9994 4.4475
H 1.3417 -3.9830 3.6379
H -0.2596 -4.4396 4.4402
H 1.0047 -3.4987 5.2468
Cl 5.4304 4.4679 -2.4105
C 5.1297 1.6469 -4.0979
C 5.5434 0.6526 -5.1317
C 4.8142 -0.3800 -5.4148
C 3.6596 -0.3801 -4.4174
C 4.1087 0.9386 -4.0001
Cl -0.2647 -3.2436 0.7430
C 4.9175 3.0884 -3.5590
N 2.4726 3.5444 -0.6775
H 6.5263 0.9535 -5.5017
H 4.9338 -0.9640 -6.3112
H 2.9239 -1.0280 -3.9615

For the LUMO energy (alpha / beta), the calculation gives -0.0409 / -0.0492 eV. As for the spin multiplicity: 3. Its total charge is -1. As for the expectation value of S²: 2.006.